{
  "formula": "C6H8",
  "method": "the ωB97M-V functional and the def2-TZVPD basis",
  "multiplicity": 1,
  "e_lumo_ev": 0.9,
  "smiles": "C#CC(=C)CC",
  "homo_ev": -8.9,
  "fmax_ev_per_a": 0.83,
  "total_charge": 0,
  "e_above_lowest_ev": 2.050,
  "total_energy_ha": -233.311658,
  "species": ["C", "C", "C", "C", "C", "C", "H", "H", "H", "H", "H", "H", "H", "H"],
  "xyz": [[-1.2275, 1.8477, 2.0890], [-0.7585, 1.2750, 1.1369], [-0.0811, 0.5452, 0.1057], [1.1156, 0.9851, -0.3203], [-0.7060, -0.6988, -0.4977], [0.4598, -1.6496, -0.7643], [-1.6523, 2.4019, 2.8955], [1.4076, 2.0120, -0.1717], [1.8385, 0.3630, -0.8413], [-1.4737, -1.1630, 0.1301], [-1.2270, -0.3483, -1.4023], [1.1409, -1.3937, 0.0497], [0.2357, -2.7072, -0.6697], [0.9280, -1.4693, -1.7394]]
}